Density functional theory data (ωB97M-V/def2-TZVPD) for C27H31Br2IrN4O2Te as an isolated structure.

- DFT total energy: -6936.7369 hartree
- Total charge: +2
- Relative energy (zero: lowest compared OMol25 entry of this formula, charge and spin): 0.827 eV
- Spin multiplicity: 5

XYZ file:
```
68
Properties=species:S:1:pos:R:3:mulliken_spin:R:1
Ir 0.13890 0.43460 0.07760 2.325
Te -2.22490 1.67910 -0.63610 1.111
Br -4.10990 -4.83220 1.00000 0.004
Br -0.13040 -1.21630 6.78590 0.001
O -0.54160 0.12780 -2.38110 0.068
O 7.24570 0.16650 -0.17910 0.000
N 2.10810 0.83360 -0.33930 0.073
N -0.24850 0.22360 2.34790 0.066
N -0.94390 -1.47930 0.35420 0.089
N 4.54710 0.80360 -0.51030 0.019
C -3.00880 3.58380 -0.14870 -0.060
C -0.20450 -0.62190 4.99200 0.005
C 0.28920 0.63200 4.63760 0.002
C -0.75510 4.76370 -0.29830 -0.022
C -2.89650 5.98230 -0.05600 -0.012
C -0.19730 0.01190 -3.55150 -0.004
C 6.55160 0.77680 0.87570 0.001
C -1.42470 -2.17700 -0.67420 0.026
C -0.76370 -1.42290 4.00270 0.006
C 6.42160 -0.70470 -0.90410 0.002
C -5.24860 2.42070 0.09230 0.048
C -2.33360 -3.20290 -0.52980 -0.007
C 5.25190 0.05940 -1.54910 0.000
C -1.20050 -0.06750 -4.65050 0.005
C 3.27270 0.82000 -0.41980 0.050
C 1.24120 -0.07860 -3.94240 -0.001
C -2.24440 4.76600 -0.15400 0.025
C -4.28550 6.07420 0.04900 0.069
C -1.37210 -1.76160 1.59930 0.037
C -2.80890 -3.48530 0.75110 0.016
C -0.77970 -0.96660 2.68800 0.007
C -2.33300 -2.74310 1.82760 -0.008
C -4.96590 7.39210 0.08980 -0.002
C 5.40010 1.63520 0.33340 0.000
C -4.41180 3.65450 0.01050 0.001
C 0.25120 1.00060 3.30670 0.000
C -5.01830 4.88740 0.10750 -0.004
H -1.06360 -1.89530 -1.65260 0.002
H -0.30850 5.39480 0.46920 0.002
H -2.67770 -3.76340 -1.38490 0.000
H -2.73370 -2.91930 2.81300 0.001
H 7.26790 1.41220 1.39710 0.000
H -4.58940 7.99220 0.91670 0.006
H -6.09130 4.93670 0.22070 0.001
H 6.16390 0.02140 1.57490 0.000
H 4.81070 2.05940 1.14460 0.001
H -1.15650 -2.39430 4.25590 0.001
H 0.62390 1.96900 3.00180 0.007
H 1.62900 -1.04300 -3.61410 -0.001
H 6.03340 -1.50270 -0.25370 0.000
H -4.87900 1.76490 0.88160 -0.004
H -0.34120 3.75380 -0.22250 0.028
H 5.81760 2.44300 -0.27750 0.001
H -2.31320 6.89120 -0.08520 0.000
H -1.10710 0.80400 -5.29920 0.002
H -6.04070 7.28500 0.19390 0.000
H -1.01370 -0.94090 -5.27530 0.000
H -6.28310 2.67270 0.31130 0.003
H 0.70070 1.28960 5.38500 0.001
H 5.64940 0.76580 -2.28670 0.000
H 1.81000 0.69300 -3.42760 0.000
H -2.21190 -0.09970 -4.25080 0.000
H -0.47760 5.18450 -1.26540 0.003
H 7.04260 -1.14650 -1.68470 0.000
H 4.56430 -0.63300 -2.03390 0.000
H -5.22310 1.88140 -0.85690 0.003
H -4.76130 7.95200 -0.82220 0.006
H 1.38180 0.00760 -5.01350 0.000
```